99
Properties=species:S:1:pos:R:3 method="wB97M-V/def2-TZVPD" multiplicity=2 lumo_energy_ha="0.0688 / 0.0631" total_energy_ha=-2478.0639 orbital_gap_ev="3.6 / 3.4" charge=-1
C -0.647 1.995 0.676
C -0.089 1.324 1.932
N 0.978 0.319 1.733
C 1.957 0.632 0.694
C 2.659 1.960 0.951
C 0.527 -0.993 1.720
S 1.437 -2.246 2.221
S -1.138 -1.272 1.089
C -0.776 -2.608 -0.072
C 0.141 -2.146 -1.196
C 0.393 -3.249 -2.223
C 0.908 -2.784 -3.627
C -0.329 -2.735 -4.563
C -1.531 -1.870 -4.148
C -1.440 -0.363 -4.486
C -1.682 0.553 -3.295
O -2.151 1.829 -3.781
C -1.463 2.887 -3.307
O -0.799 3.593 -3.993
C 1.883 -3.880 -4.113
C 2.914 -3.560 -5.200
C 4.052 -4.580 -5.062
C 2.362 -3.700 -6.625
N 3.523 -2.225 -4.972
O 4.489 -1.946 -5.759
C 2.668 -1.071 -4.614
C 3.583 0.008 -4.020
C 2.020 -0.459 -5.861
C 1.682 -1.465 -3.500
H -1.656 2.356 0.888
H -0.709 1.309 -0.170
H -0.060 2.863 0.364
H 0.244 2.087 2.640
H -0.914 0.834 2.448
H 2.711 -0.157 0.726
H 1.518 0.614 -0.314
H 2.924 2.053 2.003
H 3.585 1.976 0.371
H 2.074 2.819 0.626
H -0.345 -3.449 0.470
H -1.767 -2.870 -0.454
H 1.087 -1.859 -0.729
H -0.301 -1.263 -1.651
H 1.074 -3.987 -1.796
H -0.557 -3.774 -2.379
H -0.062 -2.456 -5.583
H -0.687 -3.769 -4.622
H -1.778 -2.008 -3.095
H -2.391 -2.258 -4.700
H -2.201 -0.108 -5.226
H -0.479 -0.129 -4.937
H -2.429 0.135 -2.616
H -0.756 0.704 -2.733
H -1.568 3.025 -2.223
H 2.448 -4.215 -3.239
H 1.298 -4.746 -4.440
H 4.750 -4.491 -5.892
H 4.565 -4.462 -4.108
H 3.620 -5.583 -5.099
H 1.379 -3.256 -6.756
H 3.075 -3.297 -7.343
H 2.253 -4.767 -6.833
H 4.197 0.464 -4.795
H 2.965 0.797 -3.586
H 4.229 -0.415 -3.251
H 1.554 0.489 -5.587
H 2.812 -0.229 -6.577
H 1.303 -1.106 -6.359
H 2.277 -1.523 -2.583
H 1.016 -0.613 -3.372
C -0.576 1.494 7.794
C -1.452 1.515 6.526
C -2.853 1.007 6.894
C -3.695 2.003 7.700
C -3.342 3.465 7.376
C -2.671 3.660 6.013
N -1.448 2.885 5.976
O -0.801 3.008 4.727
C -2.271 5.131 5.893
C -3.666 3.355 4.873
C -0.854 0.562 5.510
H 0.428 1.836 7.538
H -0.504 0.487 8.226
H -0.979 2.167 8.554
H -3.383 0.761 5.971
H -2.759 0.062 7.439
H -4.752 1.823 7.480
H -3.580 1.825 8.773
H -4.247 4.079 7.428
H -2.662 3.863 8.136
H -1.511 5.366 6.640
H -3.140 5.782 6.053
H -1.855 5.329 4.907
H -4.544 4.008 4.939
H -4.017 2.323 4.894
H -3.172 3.527 3.917
H -0.818 -0.467 5.891
H 0.153 0.875 5.247
H -1.458 0.587 4.603



107
Properties=species:S:1:pos:R:3 method="wB97M-V/def2-TZVPD" e_above_lowest_kcal_mol=0.0 multiplicity=3 lumo_energy_ha="-0.0391 / -0.0429" total_energy_ha=-6445.0578 orbital_gap_ev="6.5 / 6.7" charge=0
W 0.400 0.020 -1.154
C 1.021 -3.085 -3.384
Si -0.468 -1.973 -3.695
C -0.039 -0.709 -5.035
C -1.700 -3.128 -4.532
C -1.162 -1.137 -2.109
Si -1.916 -2.512 -1.014
C -0.954 -4.123 -1.034
C -3.668 -2.928 -1.580
C -2.087 -2.066 0.801
Si -2.475 0.106 -2.616
C -3.514 -0.214 -4.148
C -3.768 0.580 -1.337
C -1.445 1.666 -3.005
C -1.851 2.708 -3.830
C -1.008 3.779 -4.069
C 0.244 3.795 -3.473
C 0.598 2.740 -2.659
N -0.221 1.706 -2.433
H 1.730 -2.978 -4.207
H 0.709 -4.130 -3.370
H 1.557 -2.890 -2.457
H 0.715 -1.156 -5.690
H 0.376 0.224 -4.655
H -0.900 -0.477 -5.663
H -1.182 -3.530 -5.410
H -2.607 -2.639 -4.884
H -1.981 -3.979 -3.912
H -0.984 -4.643 -1.990
H -1.424 -4.777 -0.294
H 0.089 -3.996 -0.746
H -3.744 -3.149 -2.643
H -4.377 -2.132 -1.343
H -3.996 -3.818 -1.035
H -1.118 -1.884 1.269
H -2.552 -2.922 1.300
H -2.714 -1.193 0.979
H -4.078 -1.141 -4.030
H -2.954 -0.266 -5.080
H -4.249 0.593 -4.234
H -4.685 0.017 -1.526
H -4.008 1.641 -1.449
H -3.463 0.424 -0.306
H -2.830 2.667 -4.289
H -1.319 4.592 -4.712
H 0.937 4.609 -3.631
H 1.559 2.706 -2.161
O 2.296 1.006 -0.305
C 3.476 0.742 -0.544
C 3.966 0.050 -1.696
C 5.348 -0.131 -1.821
C 5.849 -0.692 -2.962
C 5.009 -1.062 -4.020
C 3.656 -0.889 -3.911
C 3.089 -0.361 -2.730
O 1.798 -0.242 -2.641
N 7.295 -0.884 -3.093
O 7.999 -0.525 -2.170
O 7.704 -1.380 -4.124
H 4.229 1.098 0.172
H 6.017 0.168 -1.025
H 5.449 -1.481 -4.914
H 2.990 -1.159 -4.718
C 0.836 -2.185 3.354
Si -0.273 -0.984 4.255
C -1.987 -1.721 4.486
C 0.454 -0.620 5.953
Si -0.392 1.123 3.217
Te -0.830 1.440 0.727
Si 1.600 2.325 3.556
C 1.681 3.854 2.470
C 1.743 2.894 5.344
C 3.034 1.191 3.127
Si -2.242 2.330 4.001
C -3.837 1.595 3.325
C -2.257 2.233 5.881
C -2.094 4.127 3.467
H 0.804 -3.172 3.823
H 1.876 -1.852 3.343
H 0.521 -2.301 2.319
H -1.989 -2.381 5.358
H -2.279 -2.310 3.615
H -2.751 -0.958 4.641
H 0.427 -1.531 6.557
H -0.100 0.153 6.490
H 1.497 -0.302 5.878
H 0.901 4.570 2.734
H 1.566 3.604 1.414
H 2.649 4.345 2.604
H 0.994 3.659 5.565
H 2.728 3.337 5.517
H 1.611 2.079 6.057
H 2.886 0.772 2.130
H 3.116 0.361 3.833
H 3.981 1.739 3.142
H -4.166 0.746 3.927
H -3.716 1.249 2.296
H -4.635 2.341 3.333
H -2.445 1.210 6.215
H -3.043 2.868 6.300
H -1.304 2.557 6.304
H -1.662 4.218 2.468
H -1.459 4.684 4.161
H -3.075 4.607 3.452
Se 3.556 -3.284 0.436
C 2.173 -2.269 0.074
N 1.242 -1.593 -0.178



115
Properties=species:S:1:pos:R:3 method="wB97M-V/def2-TZVPD" lumo_energy_ha=-0.0351 total_energy_ha=-2976.9757 orbital_gap_ev=8.0 charge=0
C 4.603 2.566 2.924
C 4.586 1.045 2.633
C 4.990 0.849 1.199
O 6.146 0.721 0.837
O 3.922 0.825 0.338
C 4.110 1.495 -0.921
C 3.013 2.518 -1.191
C 1.670 2.129 -0.545
N 1.637 2.747 0.797
C 0.494 2.398 1.457
N 0.219 2.825 2.668
N -0.371 1.602 0.758
O -1.513 1.289 1.507
C -1.171 0.162 2.335
C -0.626 -1.012 1.557
N -1.609 -2.044 1.204
C -0.916 -2.963 0.281
C -1.357 -2.789 -1.170
C -1.244 -4.120 -1.927
O -0.507 -1.811 -1.774
C -0.801 2.382 -0.469
O -1.837 1.760 -1.116
C -3.142 2.253 -0.838
C -4.093 1.760 -1.916
C -4.119 0.238 -1.949
C -5.479 2.389 -1.669
C -6.586 1.636 -2.418
C -5.523 3.866 -2.037
C 0.422 2.519 -1.406
C 0.614 3.970 -1.896
C -0.619 4.835 -2.080
F -1.656 4.185 -2.728
C 0.392 1.430 -2.488
C -0.316 1.740 -3.809
C 0.263 0.894 -4.950
N -0.449 -0.400 -5.071
H 4.385 3.107 2.000
H 5.599 2.865 3.228
H 3.847 2.859 3.644
H 3.570 0.680 2.780
H 5.241 0.479 3.282
H 5.079 1.989 -0.938
H 4.129 0.740 -1.702
H 3.281 3.521 -0.866
H 2.901 2.562 -2.270
H 1.691 1.043 -0.476
H 2.458 2.419 1.309
H 0.975 3.107 3.269
H -0.722 2.925 3.008
H -0.420 0.456 3.069
H -2.047 -0.129 2.898
H -0.124 -0.707 0.645
H 0.139 -1.471 2.195
H -1.808 -2.570 2.047
H 0.164 -2.801 0.316
H -1.097 -3.959 0.649
H -2.402 -2.482 -1.155
H -1.517 -4.938 -1.266
H -0.205 -4.258 -2.216
H -1.893 -4.138 -2.797
H -1.019 -1.316 -2.416
H -1.155 3.344 -0.085
H -3.496 1.857 0.115
H -3.170 3.340 -0.838
H -3.714 2.107 -2.881
H -4.660 -0.162 -1.092
H -4.636 -0.131 -2.831
H -3.117 -0.179 -1.976
H -5.681 2.280 -0.599
H -6.885 0.744 -1.876
H -6.276 1.366 -3.423
H -7.468 2.270 -2.476
H -5.323 4.026 -3.094
H -6.508 4.253 -1.787
H -4.816 4.470 -1.472
H 1.269 4.535 -1.234
H 1.136 3.919 -2.850
H -0.362 5.712 -2.671
H -1.005 5.188 -1.123
H 1.410 1.133 -2.731
H -0.071 0.534 -2.080
H -0.234 2.778 -4.118
H -1.375 1.502 -3.768
H 1.339 0.766 -4.863
H 0.110 1.472 -5.866
H 0.208 -1.086 -5.424
H -1.114 -0.310 -5.828
C 6.160 -1.529 -1.549
C 6.484 -2.865 -2.026
N 6.751 -3.914 -2.400
H 5.944 -0.869 -2.390
H 5.288 -1.547 -0.896
H 6.985 -1.096 -0.988
C 1.495 -6.104 2.796
C 0.772 -7.065 1.881
O -0.609 -6.822 2.198
C -0.676 -5.535 2.627
O -1.655 -4.863 2.725
O 0.534 -5.052 2.910
F 1.068 -8.360 2.141
H 1.674 -6.538 3.780
H 2.432 -5.721 2.399
H 0.921 -6.874 0.818
B 4.716 -3.721 3.146
F 4.212 -4.928 2.581
F 6.050 -3.897 3.510
F 4.599 -2.688 2.194
F 3.939 -3.404 4.277
C -4.021 -1.044 6.366
N -2.667 -0.501 6.076
O -2.172 0.257 6.878
O -2.145 -0.862 5.043
H -4.356 -0.639 7.313
H -4.673 -0.742 5.552
H -3.933 -2.126 6.407



108
Properties=species:S:1:pos:R:3 method="wB97M-V/def2-TZVPD" lumo_energy_ha=-0.2707 total_energy_ha=-8716.6261 orbital_gap_ev=1.7 charge=+1
C 0.000 1.787 6.158
C -0.887 2.479 5.118
C -1.629 1.503 4.189
N -0.815 1.207 2.989
C -1.170 1.903 1.763
C -1.515 3.369 2.002
C -1.847 4.125 0.694
C -1.316 5.581 0.630
N -1.321 6.317 1.891
O -2.296 1.378 1.096
C -2.159 0.115 0.475
C -3.378 -0.666 0.960
C -3.606 -2.064 0.417
N -2.477 -3.006 0.495
C -1.925 -3.133 1.837
C -0.881 -4.267 1.849
C -3.068 -4.292 0.131
C -2.829 -4.840 -1.242
O -3.726 -4.927 0.945
C -2.030 0.319 -1.031
C -3.308 0.526 -1.851
C -3.906 1.917 -1.633
O -4.885 2.019 -0.649
O -1.220 -0.724 -1.547
C -0.403 -0.252 -2.589
C 0.093 -1.385 -3.445
O 1.370 -1.068 -3.909
C 1.478 -0.845 -5.307
C 2.927 -1.118 -5.740
C 3.616 0.126 -6.343
P 0.396 1.883 0.662
C 1.462 3.269 1.202
C 1.402 0.413 1.139
C 2.147 -0.202 -0.066
H -0.328 1.933 7.213
H 1.026 2.157 6.132
H 0.070 0.711 5.989
H -1.571 3.201 5.561
H -0.221 3.066 4.489
H -2.638 1.845 3.970
H -1.714 0.568 4.745
H -0.861 0.206 2.858
H -0.742 3.873 2.572
H -2.415 3.435 2.612
H -1.554 3.555 -0.185
H -2.932 4.215 0.649
H -1.980 6.110 -0.054
H -0.336 5.585 0.159
H -2.077 6.019 2.490
H -0.433 6.209 2.359
H -1.283 -0.463 0.787
H -3.307 -0.694 2.049
H -4.295 -0.131 0.723
H -4.464 -2.476 0.964
H -3.885 -2.051 -0.637
H -1.402 -2.223 2.130
H -2.702 -3.311 2.585
H -0.054 -3.950 2.504
H -1.385 -5.141 2.278
H -0.520 -4.495 0.841
H -3.764 -4.990 -1.776
H -2.153 -4.229 -1.831
H -2.372 -5.820 -1.116
H -1.453 1.240 -1.163
H -4.052 -0.260 -1.761
H -2.992 0.517 -2.893
H -4.402 2.146 -2.640
H -3.124 2.645 -1.483
H -5.668 1.553 -0.962
H 0.462 0.314 -2.227
H -0.969 0.430 -3.241
H -0.594 -1.617 -4.261
H 0.191 -2.315 -2.777
H 0.825 -1.517 -5.866
H 1.243 0.192 -5.557
H 3.493 -1.381 -4.851
H 2.984 -1.905 -6.486
H 4.650 0.168 -6.001
H 3.658 0.091 -7.428
H 3.153 1.051 -6.006
H 1.811 3.060 2.220
H 0.951 4.222 1.238
H 2.353 3.308 0.582
H 0.799 -0.329 1.658
H 2.140 0.740 1.874
H 3.173 -0.419 0.224
H 2.150 0.460 -0.927
H 1.686 -1.148 -0.344
Cs 1.552 -4.969 3.117
Br -2.938 3.227 -3.811
Be 0.523 1.040 8.535
C -2.123 -1.730 6.838
Cl -0.392 -2.024 6.605
Cl -2.393 -0.135 7.521
Cl -2.988 -1.915 5.306
H -2.500 -2.470 7.531
N 8.451 -3.128 -4.464
C 7.171 -3.053 -4.111
C 6.556 -1.883 -3.690
C 7.316 -0.726 -3.630
C 8.652 -0.786 -3.992
C 9.167 -2.008 -4.402
H 6.613 -3.981 -4.171
H 5.510 -1.880 -3.417
H 6.875 0.208 -3.306
H 9.282 0.092 -3.960
H 10.206 -2.099 -4.698
Br 0.993 -3.188 -1.069



Which value of charge does entry 3 give?
0